[1]
17
Properties=species:S:1:pos:R:3:forces:R:3:nbo_charge:R:1 method="wB97M-V/def2-TZVPD" total_charge=+1 largest_force_ev_per_a=3.81 relative_energy_ev=1.518 multiplicity=1 mol_weight_da=163.2 smiles="[NH2+]=C1CS(=O)(=O)[C@H](C=O)N1"
N 1.5448 1.9122 -0.0987 1.06 0.41 -0.40 -0.72
C 1.0788 0.6627 -0.0306 -0.27 2.46 1.51 0.51
C 1.2280 -0.3380 -0.9950 0.03 -2.61 -0.03 -0.68
S -0.5917 -0.8010 -1.1770 -1.70 -1.21 -1.26 2.13
O -0.6685 -2.0490 -1.8582 0.70 -0.27 0.76 -0.85
O -1.5121 0.1844 -1.5970 0.11 1.50 0.15 -0.86
C -0.6362 -0.8572 0.7600 0.74 3.18 -1.97 -0.34
C -2.0259 -0.6749 1.3489 -0.50 -1.95 -2.23 0.43
O -2.4144 0.3112 1.8661 0.25 0.80 0.73 -0.43
N 0.1908 0.3454 0.8901 -0.49 -0.34 1.17 -0.51
H 2.3951 2.2432 -0.6187 -1.38 -1.01 0.51 0.45
H 1.1335 2.6386 0.4815 0.14 -0.30 0.00 0.43
H 1.8908 -0.0379 -1.8042 -0.42 -0.82 -0.40 0.31
H 1.3283 -1.3518 -0.4593 1.34 1.35 -1.21 0.29
H -0.1096 -1.7487 0.8441 0.75 -1.77 1.19 0.25
H -2.6701 -1.5232 0.9763 0.05 0.47 0.91 0.16
H -0.1617 1.0842 1.4717 -0.42 0.12 0.57 0.44


[2]
15
Properties=species:S:1:pos:R:3:forces:R:3:nbo_charge:R:1 method="wB97M-V/def2-TZVPD" total_charge=+1 largest_force_ev_per_a=3.81 relative_energy_ev=3.156 multiplicity=1 mol_weight_da=131.2 smiles="[H]/N=[N+]1/C=CC[C@]1(O)S"
H 1.7527 1.8835 -0.6501 0.25 -0.48 0.02 0.35
N 0.9568 2.0384 -0.0338 -0.23 1.33 0.01 -0.18
N 0.2048 1.0835 0.0928 2.85 -0.82 -1.39 0.01
C -0.9486 1.1566 0.7841 -2.55 -2.34 -0.58 -0.09
C -1.6646 0.0147 0.6098 0.41 0.46 -0.56 0.03
C -0.8800 -1.0456 -0.1113 2.23 2.57 1.71 -0.50
C 0.5258 -0.3427 -0.3847 -0.01 -1.75 0.08 0.30
O 1.0062 -0.4832 -1.6989 -0.13 2.46 0.94 -0.66
S 1.8511 -0.9294 0.8458 -0.97 0.34 -0.46 0.01
H -1.2904 2.1058 1.0128 -0.46 1.58 1.12 0.26
H -2.6824 -0.1362 0.9687 0.32 0.07 -0.07 0.27
H -0.7294 -1.7728 0.6283 0.48 -1.28 1.32 0.26
H -1.2387 -1.6175 -0.8832 -1.33 -0.55 -2.39 0.28
H 1.6678 0.2627 -1.8997 -1.08 -1.81 0.29 0.49
H 1.4689 -2.2178 0.7194 0.22 0.22 -0.04 0.16


[3]
14
Properties=species:S:1:pos:R:3:forces:R:3:nbo_charge:R:1 method="wB97M-V/def2-TZVPD" largest_force_ev_per_a=4.09 relative_energy_ev=1.119 multiplicity=1 mol_weight_da=114.1 smiles=Cc1nc[nH]c1P
C 0.8221 1.7606 0.1135 -1.49 -0.92 -0.65 -0.64
C 0.7171 0.2398 0.0522 -2.13 1.58 1.01 0.07
N 1.7634 -0.5824 -0.0330 1.08 -1.00 0.44 -0.45
C 1.2843 -1.8014 0.0163 -0.62 -0.87 -0.62 0.17
N -0.0662 -1.8373 0.0456 -1.06 2.70 0.43 -0.56
C -0.4564 -0.4912 0.1231 -2.61 -0.33 -1.00 -0.09
P -2.4691 -0.1999 -0.4026 3.77 1.57 -0.07 0.22
H 0.1760 2.0725 -0.7656 1.49 0.47 0.68 0.22
H 0.3866 2.2744 0.9801 -0.30 -0.74 0.07 0.22
H 1.8611 2.0125 0.1992 0.52 0.44 -1.00 0.24
H 1.7724 -2.7309 -0.0873 1.04 -0.53 0.05 0.19
H -0.8435 -2.4805 0.0818 1.00 -0.84 -0.05 0.43
H -2.0305 1.1214 -0.9320 -0.51 -1.31 -0.35 0.01
H -2.9174 0.6425 0.6085 -0.17 -0.23 1.05 -0.02


[4]
14
Properties=species:S:1:pos:R:3:forces:R:3:nbo_charge:R:1 method="wB97M-V/def2-TZVPD" total_charge=+1 largest_force_ev_per_a=4.65 relative_energy_ev=3.364 multiplicity=1 mol_weight_da=115.2
C 1.8073 -1.2834 0.5962 1.08 -0.64 1.03 -0.32
C 2.1032 0.0137 0.2070 4.33 -0.24 -1.68 0.03
C 0.4520 -1.2419 0.8908 2.00 2.32 -0.82 0.03
C -2.3202 0.6244 -1.0749 -1.55 1.46 2.63 -0.74
N 1.0228 0.7452 0.2177 -2.54 3.11 -0.05 -0.34
N 0.0024 -0.0121 0.7060 -2.91 1.70 -0.39 -0.21
S -2.1056 0.8223 0.7345 3.71 -1.74 -1.46 0.52
H 2.5371 -2.0983 0.8875 -1.14 1.15 -0.90 0.28
H 3.1257 0.3982 -0.2134 -2.30 -0.58 1.12 0.27
H -0.1696 -1.9649 1.1795 -2.30 -2.70 1.28 0.24
H -1.5248 1.0117 -1.6280 1.52 0.22 -0.78 0.25
H -3.0156 1.4929 -1.0828 -0.48 -0.57 -0.63 0.27
H -2.7478 -0.3042 -1.3770 -0.15 -0.48 -0.16 0.25
H 0.8331 1.7965 -0.0430 0.75 -3.01 0.81 0.47


[5]
14
Properties=species:S:1:pos:R:3:forces:R:3:nbo_charge:R:1 method="wB97M-V/def2-TZVPD" largest_force_ev_per_a=1.03 relative_energy_ev=3.825 multiplicity=1 mol_weight_da=97.1
C 0.2450 -2.2287 0.0469 -0.01 -0.02 -0.01 -0.62
C 0.5919 -0.7468 0.0418 0.14 0.00 -0.03 -0.24
N -0.6307 0.0620 0.0923 -0.14 0.19 0.12 -0.56
C -0.6520 1.3634 0.3244 0.10 -0.37 0.02 0.34
N 0.3909 2.2138 0.2158 0.01 -0.10 0.03 -0.59
C -0.9211 2.8389 -0.1563 -0.54 0.79 -0.38 0.27
N -1.5723 3.7312 -0.5825 0.53 -0.70 0.23 -0.45
H -0.3127 -2.5093 -0.8525 0.07 0.06 0.12 0.22
H -0.3562 -2.4881 0.9256 0.09 0.06 -0.12 0.21
H 1.1576 -2.8300 0.0805 -0.13 0.11 -0.02 0.23
H 1.1717 -0.4947 -0.8539 -0.11 -0.02 0.10 0.20
H 1.2057 -0.4975 0.9170 -0.06 -0.02 -0.15 0.20
H -1.5080 -0.4283 0.2004 0.12 0.06 -0.01 0.41
H 1.1903 2.0141 -0.3995 -0.07 -0.03 0.09 0.37


[6]
14
Properties=species:S:1:pos:R:3:forces:R:3:nbo_charge:R:1 method="wB97M-V/def2-TZVPD" largest_force_ev_per_a=2.09 relative_energy_ev=4.287 multiplicity=1 mol_weight_da=97.1
C 0.2173 1.0733 0.6941 -0.17 -0.14 0.07 -0.52
N -0.0355 -1.6068 0.9838 -0.36 -1.33 0.21 -0.84
C 1.1343 0.1712 -0.0932 0.67 -1.36 -0.55 0.33
C -0.8220 0.1276 0.1299 -0.54 0.92 -1.80 0.48
N -1.9465 0.4999 -0.5030 0.66 -0.47 1.23 -0.73
C 0.0526 -0.9890 -0.2722 -0.25 1.73 0.39 -0.19
N 2.3250 0.3115 -0.4806 -0.03 0.41 -0.01 -0.64
H 0.8670 -2.0457 1.1776 0.10 0.35 0.40 0.32
H -2.3582 1.4066 -0.3303 -0.17 -0.30 0.09 0.41
H -2.4651 -0.1985 -1.0163 0.02 0.23 -0.03 0.41
H 2.6164 -0.4261 -1.1258 -0.17 -0.01 0.19 0.34
H 0.3102 1.0996 1.7784 0.00 -0.05 -0.14 0.26
H 0.1817 2.0879 0.2931 -0.06 0.00 -0.07 0.22
H -0.0773 -1.5113 -1.2355 0.29 0.03 0.00 0.16


[7]
14
Properties=species:S:1:pos:R:3:forces:R:3:nbo_charge:R:1 method="wB97M-V/def2-TZVPD" largest_force_ev_per_a=0.86 relative_energy_ev=0.363 multiplicity=1 mol_weight_da=97.1 smiles=Nc1c[nH]c(N)c1
N 2.4509 -0.4448 0.4105 0.06 -0.04 -0.20 -0.81
C 1.1115 -0.0967 0.1537 -0.12 0.09 -0.16 0.13
C 0.6936 1.1848 -0.0988 0.07 -0.24 -0.22 -0.21
N -0.6941 1.1440 -0.2150 -0.16 -0.15 -0.21 -0.53
C -1.1202 -0.1349 -0.0664 0.09 0.05 0.00 0.33
N -2.4871 -0.4308 -0.1809 0.00 -0.06 0.12 -0.82
C -0.0267 -0.9500 0.1476 -0.06 -0.09 0.07 -0.41
H 3.0267 0.3896 0.4268 0.01 -0.21 -0.03 0.37
H 2.8316 -1.1157 -0.2444 -0.03 -0.02 0.06 0.37
H 1.2685 1.8496 -0.7178 0.08 0.69 0.50 0.20
H -1.3040 1.9440 -0.2706 0.13 -0.16 -0.15 0.41
H -2.6578 -1.4164 -0.0348 -0.03 0.08 0.03 0.38
H -3.0546 0.1063 0.4638 0.00 -0.09 -0.03 0.37
H -0.0382 -2.0287 0.2262 -0.05 0.14 0.24 0.22


[8]
14
Properties=species:S:1:pos:R:3:forces:R:3:nbo_charge:R:1 method="wB97M-V/def2-TZVPD" largest_force_ev_per_a=4.16 relative_energy_ev=2.380 multiplicity=1 mol_weight_da=97.1 smiles=N#C[C@@H]1CCNN1
N -3.0864 0.2413 -0.4669 1.19 -0.18 0.36 -0.32
C -2.0229 0.1514 -0.0168 -1.04 0.37 -0.84 0.27
C -0.7234 0.1222 0.6687 -0.81 -0.97 1.40 -0.18
C 0.3935 1.0331 0.1049 -0.97 -3.75 -0.08 -0.43
C 1.2714 -0.0145 -0.6524 1.79 3.36 -1.68 -0.24
N 0.6861 -1.3052 -0.4246 -1.06 -2.07 -2.87 -0.47
N -0.1934 -1.2937 0.6733 -1.13 2.12 -0.43 -0.43
H -1.0387 0.3211 1.7183 0.56 0.30 -0.50 0.24
H 0.8211 1.5008 0.9155 1.28 1.32 1.41 0.22
H 0.0150 1.6324 -0.6327 -0.99 2.16 -1.25 0.22
H 1.2606 0.3905 -1.7769 -0.16 -1.66 2.07 0.20
H 2.3844 0.1795 -0.4019 -1.63 -1.09 0.11 0.20
H 0.0421 -1.5471 -1.3106 1.97 0.52 2.72 0.36
H 0.1906 -1.4118 1.6020 1.01 -0.42 -0.42 0.36


[9]
14
Properties=species:S:1:pos:R:3:forces:R:3:nbo_charge:R:1 method="wB97M-V/def2-TZVPD" largest_force_ev_per_a=3.02 relative_energy_ev=3.238 multiplicity=1 mol_weight_da=97.1
H 1.1370 -0.5023 -2.6332 0.28 -0.15 0.06 0.35
N 0.7926 0.0826 -1.8847 0.10 -0.32 -0.22 -0.71
C 0.0033 -0.5660 -1.1131 -0.20 0.18 -0.59 0.32
C -0.2989 -1.9918 -1.1646 -0.15 -1.32 -0.73 0.21
N -0.5418 -3.1177 -1.2747 0.26 1.09 0.25 -0.28
N -0.6673 0.0435 -0.1466 -1.80 -0.40 -2.39 -0.56
C -0.3682 1.3455 0.3639 0.80 -1.78 0.34 -0.26
C 0.3827 0.4679 1.6761 0.01 1.94 0.48 -0.59
H -1.3201 -0.4379 0.4385 0.06 -0.58 -0.24 0.40
H 0.4059 1.8830 -0.2104 -0.12 -0.82 0.30 0.24
H -1.3067 1.9506 0.1027 0.99 -0.40 2.16 0.23
H 0.4981 -0.6763 1.6928 -0.91 1.71 -0.94 0.22
H -0.1162 0.7075 2.5975 0.43 0.49 0.70 0.21
H 1.3995 0.8114 1.5557 0.26 0.37 0.82 0.22